1.
A cluster of 3 separate species, C4H13NO2 in total at a distorted geometry. Source: the OMol25 dataset; level of theory: wB97M-V/def2-TZVPD.

Geometry as XYZ:
```
20
Properties=species:S:1:pos:R:3:nbo_charge:R:1
C 0.749 -2.243 0.117 -0.540
C 0.212 -1.175 0.720 0.210
C -1.227 -1.157 1.145 -0.664
N 0.997 -0.165 1.299 -0.609
C 0.584 1.210 1.103 -0.431
H 0.089 -3.072 -0.069 0.200
H 1.788 -2.344 -0.162 0.199
H -1.889 -0.563 0.498 0.218
H -1.406 -0.689 2.112 0.226
H -1.643 -2.164 1.115 0.226
H 1.959 -0.294 1.073 0.367
H 1.344 1.932 1.418 0.209
H -0.189 1.446 1.846 0.189
H 0.261 1.508 0.104 0.200
O -1.419 2.764 -1.873 -0.948
H -0.782 2.250 -2.383 0.481
H -1.666 2.215 -1.124 0.468
O 0.558 0.420 -2.079 -0.964
H 0.518 -0.543 -2.074 0.491
H 1.164 0.660 -2.787 0.474
```

- SMILES string = C=C(C)NC.O.O
- gap between HOMO and LUMO (eV) = 8.92
- LUMO level (eV) = 0.5631
- 2S+1 = 1

2.
A structure of composition C29H41Cl3N7O4PdS2Se. Source: the OMol25 dataset; level of theory: wB97M-V/def2-TZVPD.

Geometry as XYZ:
```
88
Properties=species:S:1:pos:R:3:mulliken_charge:R:1
Pd 1.663 0.857 -0.709 -0.289
N 1.536 1.769 1.278 -0.392
C 1.575 0.872 2.448 1.559
C 2.190 1.541 3.712 -1.190
C 3.235 0.731 4.489 0.437
C 2.725 -0.556 5.144 -1.391
N 2.223 -1.487 4.153 -0.283
C 3.046 -2.249 3.510 0.410
N 4.346 -2.467 3.877 -0.506
N 2.601 -2.974 2.431 -0.595
C 0.133 0.473 2.767 0.063
O -0.035 -0.571 3.538 -0.657
O -0.796 1.163 2.395 -0.642
H 2.338 2.388 1.295 0.263
H 0.687 2.329 1.337 0.197
H 2.159 -0.003 2.171 -0.318
H 1.388 1.856 4.389 0.263
H 2.682 2.460 3.382 0.386
H 3.643 1.375 5.274 0.491
H 4.069 0.497 3.821 -0.532
H 1.896 -0.315 5.816 0.453
H 3.513 -0.993 5.769 0.430
H 0.895 -1.062 3.729 0.497
H 4.829 -1.690 4.307 0.215
H 4.925 -2.863 3.152 0.347
H 1.732 -2.611 2.047 0.342
H 3.296 -3.021 1.696 0.379
Se 6.713 0.038 2.900 -0.343
C 5.298 -0.374 1.837 -0.043
N 4.388 -0.631 1.158 -0.427
C 5.146 1.592 -1.278 -0.895
C 4.587 1.642 -2.693 -0.235
C 3.886 0.353 -3.118 -0.990
S 2.120 0.225 -2.726 1.116
O 1.752 -1.124 -3.252 -0.760
C 1.549 1.394 -3.990 -1.142
C 0.060 1.682 -3.888 -0.049
C -0.823 0.497 -4.260 -0.761
H 5.658 2.522 -1.024 0.436
H 5.858 0.774 -1.163 0.330
H 4.353 1.419 -0.551 -0.094
H 5.395 1.835 -3.404 0.344
H 3.898 2.488 -2.783 0.126
H 4.314 -0.516 -2.615 0.414
H 3.937 0.176 -4.195 0.452
H 1.813 0.937 -4.949 0.431
H 2.127 2.307 -3.846 0.467
H -0.170 2.532 -4.537 0.396
H -0.141 2.000 -2.861 -0.199
H -0.614 0.160 -5.279 0.446
H -1.878 0.769 -4.205 0.127
H -0.637 -0.352 -3.601 0.111
Cl -2.799 3.901 1.164 -0.289
C -3.144 2.276 0.658 -0.135
C -2.537 1.771 -0.474 -1.224
C -2.839 0.479 -0.868 0.530
C -3.722 -0.324 -0.155 1.721
C -4.004 -1.722 -0.671 -1.100
C -3.294 -2.807 0.147 -1.630
N -1.864 -2.603 0.129 0.371
C -1.037 -2.723 -0.970 -0.567
C 0.173 -2.232 -0.583 -0.863
N 0.109 -1.801 0.723 -0.153
C -1.123 -2.028 1.108 -0.411
O -5.385 -2.042 -0.696 -0.483
C -6.024 -1.680 -1.907 -0.995
C -5.874 -0.220 -2.215 0.169
C -5.223 0.294 -3.294 0.519
Cl -4.485 -0.585 -4.575 -0.165
S -5.128 2.006 -3.270 -0.220
C -5.981 2.062 -1.783 -0.509
C -6.314 0.824 -1.344 -0.367
C -4.275 0.212 1.005 0.600
Cl -5.352 -0.719 2.017 -0.237
C -4.004 1.505 1.415 -0.571
H -1.830 2.369 -1.030 0.467
H -2.363 0.073 -1.753 0.202
H -3.605 -1.769 -1.692 0.529
H -3.538 -3.785 -0.270 0.345
H -3.639 -2.781 1.180 0.382
H -1.377 -3.144 -1.901 0.437
H 1.069 -2.145 -1.176 0.729
H -1.531 -1.777 2.076 0.514
H -7.074 -1.936 -1.765 0.417
H -5.632 -2.276 -2.738 0.397
H -6.174 3.010 -1.308 0.474
H -6.825 0.633 -0.411 0.448
H -4.435 1.890 2.327 0.476
```

- net charge = -1
- gap between HOMO and LUMO (eV) = 6.38
- LUMO level (eV) = 1.9655
- 2S+1 = 1

3.
A cluster of 2 separate species, C16H17N in total at a distorted geometry. Source: the OMol25 dataset; level of theory: wB97M-V/def2-TZVPD.

Geometry as XYZ:
```
34
Properties=species:S:1:pos:R:3:nbo_charge:R:1
C 0.035 -3.630 1.123 -0.631
C 2.421 -3.101 1.689 -0.165
C 1.268 -2.801 1.001 -0.114
C 3.034 -1.712 0.018 0.166
C 1.662 -1.958 -0.103 -0.139
C 3.705 -0.824 -0.847 -0.415
C 0.967 -1.423 -1.225 -0.405
C 2.937 -0.170 -1.825 -0.304
C 1.598 -0.460 -2.018 -0.254
N 3.497 -2.382 1.135 -0.566
H 2.640 -3.855 2.446 0.171
H 4.300 -2.193 1.722 0.384
H -0.248 -4.042 0.142 0.196
H -0.826 -3.011 1.383 0.191
H 4.778 -0.674 -0.692 0.177
H -0.101 -1.637 -1.273 0.177
H 3.421 0.568 -2.451 0.177
H 1.067 0.000 -2.850 0.180
H 0.087 -4.431 1.838 0.195
C -4.568 0.936 -0.207 -0.629
C -2.896 2.141 1.230 -0.205
C -3.611 2.078 0.054 -0.019
C -1.828 3.019 1.396 -0.202
C -1.466 3.812 0.336 -0.225
C -3.267 2.955 -0.977 -0.219
C -2.209 3.820 -0.844 -0.206
H -3.148 1.526 2.086 0.202
H -1.354 3.041 2.372 0.212
H -4.806 0.410 0.705 0.212
H -3.998 0.230 -0.802 0.229
H -0.538 4.357 0.309 0.209
H -3.885 3.024 -1.866 0.201
H -1.913 4.535 -1.606 0.208
H -5.439 1.225 -0.800 0.208
```

- net charge = -1
- gap between HOMO and LUMO (alpha / beta) (eV) = 2.19 / 5.98
- ⟨S²⟩ = 0.77
- LUMO level (alpha / beta) (eV) = 3.0398 / 2.9657
- 2S+1 = 2

4.
A cluster of 12 separate species, C45H96F18N7O15PS4 in total at a distorted geometry. Source: the OMol25 dataset; level of theory: wB97M-V/def2-TZVPD.

Geometry as XYZ:
```
186
Properties=species:S:1:pos:R:3:mulliken_charge:R:1
C -9.149 23.531 -0.073 -1.057
C -9.604 22.090 -0.413 0.519
O -10.784 21.893 -0.576 -0.412
N -8.503 21.098 -0.704 -0.065
H -8.543 21.029 -1.710 0.360
H -7.665 21.562 -0.384 0.375
C -8.610 19.767 0.071 -0.789
H -9.769 24.257 -0.599 0.311
H -8.126 23.766 -0.368 0.396
H -9.062 23.757 0.989 0.321
H -7.974 19.020 -0.404 0.369
H -9.653 19.450 0.072 0.341
H -8.186 19.892 1.067 0.330
C -21.699 15.497 -8.938 -1.001
C -20.344 15.100 -9.538 0.540
O -19.268 15.343 -8.966 -0.424
N -20.379 14.444 -10.961 -0.200
H -21.112 13.757 -11.056 0.414
H -20.722 15.164 -11.580 0.413
C -19.036 13.933 -11.517 -0.839
H -21.574 15.996 -7.978 0.317
H -22.116 14.531 -8.653 0.342
H -22.287 16.011 -9.698 0.366
H -18.280 14.678 -11.765 0.341
H -19.199 13.413 -12.461 0.382
H -18.606 13.132 -10.915 0.347
C -8.576 31.575 -7.428 -1.075
C -8.092 33.001 -7.442 0.531
O -8.735 33.989 -7.482 -0.396
N -6.598 33.235 -7.570 -0.150
H -6.089 32.364 -7.607 0.384
H -6.519 33.612 -8.504 0.370
C -5.898 34.135 -6.529 -0.826
H -9.647 31.581 -7.222 0.344
H -8.262 31.223 -6.445 0.378
H -8.276 30.981 -8.291 0.370
H -4.914 34.347 -6.948 0.382
H -5.760 33.723 -5.530 0.333
H -6.317 35.137 -6.446 0.354
C -14.914 23.561 5.210 -1.449
C -14.608 24.273 3.897 0.005
C -15.233 25.611 3.939 -0.780
N -16.518 25.720 3.011 -0.040
C -17.540 24.587 3.257 -0.882
C -17.123 27.074 3.125 -0.544
C -18.013 27.271 1.950 -0.775
C -17.179 26.639 0.824 -0.451
C -16.095 25.705 1.495 -0.663
H -15.950 23.259 5.362 0.278
H -14.571 23.980 6.156 0.407
H -14.677 22.503 5.319 0.409
H -14.952 23.619 3.095 0.210
H -13.531 24.441 3.917 0.327
H -14.526 26.364 3.589 0.427
H -15.431 25.897 4.972 0.477
H -17.219 23.595 2.940 0.371
H -18.551 24.818 2.924 0.344
H -17.628 24.511 4.341 0.376
H -17.532 27.029 4.134 0.476
H -16.352 27.835 3.008 0.395
H -18.983 26.784 2.043 0.317
H -18.183 28.332 1.763 0.371
H -17.878 26.049 0.230 0.300
H -16.846 27.411 0.130 0.379
H -15.999 24.696 1.095 0.372
H -15.114 26.166 1.381 0.342
C -18.946 10.612 -3.021 -1.302
C -17.447 10.288 -3.383 -0.166
C -17.340 8.760 -3.448 -0.668
N -16.028 8.325 -4.254 0.154
C -14.806 8.395 -3.264 -0.826
C -15.739 9.034 -5.616 -0.761
C -14.889 7.958 -6.455 -0.709
C -15.401 6.605 -5.998 -0.660
C -16.284 6.849 -4.750 -0.534
H -19.712 10.070 -3.576 0.365
H -19.007 11.643 -3.371 0.369
H -19.214 10.715 -1.969 0.360
H -16.786 10.720 -2.632 0.280
H -17.313 10.591 -4.421 0.285
H -18.111 8.416 -4.137 0.351
H -17.439 8.324 -2.454 0.340
H -14.839 9.420 -2.895 0.327
H -13.903 8.194 -3.840 0.382
H -14.876 7.698 -2.428 0.316
H -15.319 10.017 -5.404 0.454
H -16.690 9.177 -6.129 0.460
H -13.805 7.873 -6.381 0.280
H -15.129 8.273 -7.470 0.416
H -14.719 5.768 -5.848 0.367
H -16.022 6.294 -6.838 0.312
H -16.128 6.268 -3.841 0.481
H -17.298 6.779 -5.144 0.327
C -27.109 25.287 -12.811 -1.322
C -26.096 24.564 -11.907 -0.240
C -25.877 25.378 -10.592 -1.068
N -24.736 24.827 -9.711 0.324
C -24.790 23.250 -9.456 -1.146
C -24.733 25.443 -8.281 -0.656
C -23.305 25.824 -7.956 -0.502
C -22.664 26.159 -9.292 -0.677
C -23.368 25.310 -10.311 -0.469
H -26.868 26.344 -12.919 0.351
H -28.111 25.286 -12.383 0.343
H -27.145 24.790 -13.781 0.364
H -25.176 24.424 -12.476 0.403
H -26.366 23.570 -11.549 0.353
H -26.711 25.142 -9.931 0.506
H -25.722 26.452 -10.700 0.472
H -25.800 22.891 -9.261 0.323
H -24.033 23.017 -8.707 0.412
H -24.428 22.836 -10.396 0.484
H -25.194 24.765 -7.562 0.326
H -25.340 26.348 -8.319 0.390
H -22.780 24.929 -7.622 0.276
H -23.215 26.535 -7.135 0.401
H -21.592 25.971 -9.229 0.368
H -22.756 27.211 -9.564 0.321
H -22.771 24.410 -10.455 0.280
H -23.614 25.782 -11.263 0.380
C -14.670 18.410 -4.684 -1.334
C -15.104 19.770 -5.341 -0.242
C -14.089 20.116 -6.459 -0.924
N -14.455 21.415 -7.290 0.250
C -15.867 21.343 -7.862 -1.178
C -13.397 21.514 -8.428 -0.426
C -12.405 22.591 -7.980 -0.684
C -12.761 22.991 -6.556 -0.615
C -14.262 22.664 -6.432 -0.565
H -15.513 18.096 -4.068 0.393
H -13.791 18.481 -4.044 0.323
H -14.452 17.686 -5.469 0.356
H -15.120 20.561 -4.591 0.259
H -16.123 19.621 -5.699 0.357
H -14.041 19.322 -7.204 0.482
H -13.056 20.246 -6.137 0.421
H -16.512 21.476 -6.993 0.458
H -15.987 20.421 -8.430 0.310
H -15.909 22.230 -8.495 0.531
H -13.817 21.813 -9.389 0.331
H -12.934 20.532 -8.520 0.270
H -12.493 23.468 -8.622 0.348
H -11.360 22.304 -8.097 0.399
H -12.635 24.038 -6.282 0.456
H -12.289 22.402 -5.769 0.282
H -14.888 23.451 -6.852 0.492
H -14.535 22.595 -5.379 0.250
C -20.601 21.104 -15.426 0.580
F -21.935 21.008 -15.536 -0.212
F -20.037 20.813 -16.667 -0.222
F -20.249 22.259 -14.936 -0.182
S -19.997 19.815 -14.225 1.092
O -20.703 20.142 -12.935 -0.712
O -20.446 18.559 -14.804 -0.682
O -18.534 19.946 -14.053 -0.661
C -5.383 25.789 -5.487 0.601
F -4.987 24.898 -4.575 -0.240
F -5.923 25.143 -6.525 -0.214
F -6.312 26.567 -4.892 -0.262
S -3.975 26.732 -6.135 1.099
O -4.528 28.042 -6.462 -0.661
O -2.905 26.743 -5.140 -0.665
O -3.622 25.887 -7.291 -0.659
C -21.714 19.837 -0.397 0.585
F -21.223 20.109 0.857 -0.236
F -20.977 18.786 -0.929 -0.248
F -22.963 19.474 -0.253 -0.204
S -21.612 21.354 -1.520 1.092
O -20.234 21.506 -1.950 -0.655
O -22.594 21.029 -2.531 -0.650
O -21.965 22.518 -0.643 -0.684
C -6.834 18.908 -9.068 0.578
F -6.199 17.871 -9.677 -0.227
F -6.026 19.977 -9.013 -0.211
F -7.825 19.188 -9.907 -0.232
S -7.533 18.338 -7.315 1.078
O -6.426 17.607 -6.688 -0.663
O -7.919 19.547 -6.532 -0.660
O -8.639 17.463 -7.684 -0.662
P -14.206 28.710 -12.479 1.145
F -12.636 28.767 -12.527 -0.326
F -14.249 28.875 -14.103 -0.358
F -14.174 27.107 -12.626 -0.347
F -15.857 28.682 -12.491 -0.367
F -14.163 28.500 -10.824 -0.387
F -14.268 30.342 -12.339 -0.360
```

- net charge = +2
- gap between HOMO and LUMO (eV) = 4.01
- LUMO level (eV) = -4.9149
- 2S+1 = 1